Molecular formula: CH8O5
Method: DFT, ωB97M-V/def2-TZVPD

The charge is 0. As for the relative energy (zero: lowest compared OMol25 entry of this formula, charge and spin): 0.230 eV. Its SMILES is O=CO.O.O.O. The calculation puts the molar mass at 100.1 u. As for the total energy: -419.115743 Ha.

CARTESIAN COORDINATES (ANGSTROEM)
O  1.826  0.967  -0.299
C  2.550  0.173  -0.836
O  2.115  -0.981  -1.346
H  3.637  0.284  -0.921
H  1.166  -0.954  -1.061
O  -0.390  -1.668  -0.088
H  -0.851  -1.186  0.640
H  -0.977  -1.535  -0.833
O  -2.514  -0.260  1.049
H  -2.356  0.675  0.847
H  -3.368  -0.551  0.744
O  -0.701  1.618  0.683
H  0.033  1.041  0.963
H  -0.169  2.376  0.458


Molecular formula: C3H10Cl2N3P3
Method: DFT, ωB97M-V/def2-TZVPD

The charge is 0. As for the relative energy (zero: lowest compared OMol25 entry of this formula, charge and spin): 0.000 eV. The calculation puts the molar mass at 252.0 u. As for the total energy: -2228.959496 Ha.

CARTESIAN COORDINATES (ANGSTROEM)
C  2.070  -0.716  -1.578
C  1.494  2.194  1.496
C  -2.605  -1.987  0.555
N  1.542  -0.162  0.626
N  -0.762  -0.560  -1.029
N  2.318  -0.692  -0.120
P  -1.343  0.812  1.711
P  0.398  1.138  0.506
P  -1.963  -0.340  0.024
Cl  0.212  2.278  -1.166
Cl  -3.720  0.477  -0.807
H  2.941  -0.096  -2.045
H  2.287  -1.856  -1.848
H  1.183  -0.262  -1.934
H  2.613  2.058  1.316
H  1.168  3.199  1.581
H  1.493  1.930  2.591
H  -1.857  -2.625  0.901
H  -3.206  -2.027  1.355
H  -3.251  -2.473  -0.178
H  -1.012  -0.293  -1.957


Molecular formula: C21H41AsN4O2P3Y
Method: DFT, ωB97M-V/def2-TZVPD

The charge is +2. As for the relative energy (zero: lowest compared OMol25 entry of this formula, charge and spin): 0.000 eV. The calculation puts the molar mass at 638.3 u. As for the total energy: -4492.082118 Ha.

CARTESIAN COORDINATES (ANGSTROEM)
Y  0.816  -0.243  -0.025
O  -0.135  -1.952  -3.518
C  -0.278  -1.482  -2.425
O  0.251  -0.336  -1.998
C  -1.070  -2.252  -1.374
C  -1.972  -3.219  -1.781
C  -2.667  -3.931  -0.815
C  -2.424  -3.665  0.525
C  -1.486  -2.702  0.851
N  -0.818  -2.002  -0.075
H  -2.110  -3.389  -2.840
H  -3.386  -4.684  -1.107
H  -2.939  -4.201  1.308
H  -1.257  -2.481  1.887
C  1.079  3.452  -0.080
P  1.032  2.335  1.363
C  -0.139  3.092  2.522
C  2.653  2.684  2.136
C  3.802  2.285  1.216
P  3.608  0.583  0.563
C  3.996  -0.401  2.055
C  5.034  0.404  -0.541
H  1.312  4.473  0.232
H  0.128  3.461  -0.610
H  1.847  3.140  -0.791
H  0.160  4.118  2.743
H  -0.161  2.527  3.455
H  -1.147  3.106  2.115
H  2.705  2.150  3.088
H  2.710  3.748  2.381
H  4.757  2.341  1.746
H  3.881  2.967  0.367
H  5.068  -0.375  2.265
H  3.698  -1.444  1.965
H  3.484  0.029  2.917
H  5.958  0.637  -0.008
H  4.932  1.086  -1.385
H  5.108  -0.608  -0.932
C  4.051  -3.286  0.062
As  2.497  -2.617  -0.882
C  3.207  -2.275  -2.656
C  1.521  -4.267  -1.183
H  4.487  -4.091  -0.530
H  3.775  -3.675  1.041
H  4.795  -2.503  0.188
H  3.575  -3.211  -3.076
H  4.032  -1.570  -2.581
H  2.428  -1.864  -3.293
H  2.247  -5.052  -1.391
H  0.865  -4.146  -2.044
H  0.935  -4.536  -0.305
C  -4.512  2.713  0.934
N  -3.922  2.996  -0.375
C  -4.582  2.168  -1.385
N  -4.539  0.739  -1.080
C  -5.122  0.520  0.242
N  -4.481  1.297  1.304
C  -3.114  0.839  1.542
P  -2.044  1.031  0.048
C  -2.479  2.784  -0.376
C  -3.181  0.210  -1.158
H  -5.556  3.030  0.903
H  -4.000  3.298  1.699
H  -4.123  2.348  -2.358
H  -5.629  2.469  -1.440
H  -5.068  -0.542  0.491
H  -6.173  0.810  0.198
H  -3.134  -0.218  1.829
H  -2.690  1.381  2.390
H  -2.080  3.017  -1.368
H  -2.016  3.483  0.324
H  -3.211  -0.859  -0.940
H  -2.790  0.330  -2.172


Molecular formula: C17H21N7O3S
Method: DFT, ωB97M-V/def2-TZVPD

The charge is 0. As for the relative energy (zero: lowest compared OMol25 entry of this formula, charge and spin): 4.671 eV. Its SMILES is NS(=O)(=O)c1ccc(Nc2cc(N[C@H]3CC[C@H](O)CC3)nc3ncnn23)cc1. The calculation puts the molar mass at 403.5 u. As for the total energy: -1667.530891 Ha.

CARTESIAN COORDINATES (ANGSTROEM)
N  1.141  -2.480  -6.272
S  0.356  -2.769  -4.832
O  0.811  -4.029  -4.261
O  -1.070  -2.649  -5.133
C  0.934  -1.311  -3.959
C  2.189  -1.188  -3.484
C  2.640  -0.217  -2.594
C  1.798  0.738  -2.144
N  2.295  1.728  -1.295
C  2.154  1.724  0.147
C  0.994  1.449  0.760
C  0.863  1.265  2.129
N  -0.209  0.725  2.845
C  -1.531  0.340  2.377
C  -2.533  0.955  3.282
C  -3.689  0.141  3.542
C  -4.166  -0.712  2.345
O  -4.378  0.189  1.266
C  -3.088  -1.687  1.862
C  -1.710  -1.181  2.253
N  1.879  1.644  2.895
C  3.053  1.972  2.282
N  4.185  2.354  2.782
C  5.033  2.537  1.724
N  4.498  2.288  0.566
N  3.260  1.944  0.898
C  0.523  0.831  -2.840
C  0.104  -0.317  -3.549
H  1.196  -1.540  -6.457
H  0.709  -3.082  -6.984
H  2.925  -1.947  -3.809
H  3.745  -0.267  -2.186
H  3.173  2.073  -1.480
H  0.158  1.069  0.181
H  -0.058  0.755  3.900
H  -1.685  0.780  1.371
H  -2.907  1.983  3.009
H  -2.071  1.046  4.203
H  -4.501  0.754  3.930
H  -3.520  -0.653  4.393
H  -5.046  -1.233  2.603
H  -4.537  -0.310  0.491
H  -3.169  -1.893  0.817
H  -3.344  -2.678  2.259
H  -0.877  -1.567  1.579
H  -1.479  -1.672  3.221
H  6.045  2.765  1.912
H  -0.146  1.646  -2.657
H  -0.946  -0.315  -3.890


Molecular formula: C8H20N2
Method: DFT, ωB97M-V/def2-TZVPD

The charge is +2. As for the relative energy (zero: lowest compared OMol25 entry of this formula, charge and spin): 2.352 eV. Its SMILES is CC/[NH+]=C(/CC)[N+](C)(C)C. The calculation puts the molar mass at 144.3 u. As for the total energy: -425.541904 Ha.

CARTESIAN COORDINATES (ANGSTROEM)
C  -2.953  0.815  0.970
C  -2.136  0.876  -0.328
N  -1.178  -0.204  -0.386
C  0.297  -0.524  -0.292
C  0.732  -1.849  -0.382
C  -0.271  -3.085  -0.262
N  1.157  0.509  0.019
C  2.569  0.304  0.456
C  0.534  1.463  0.968
C  1.424  1.281  -1.318
H  -4.029  1.168  0.878
H  -2.879  -0.259  1.044
H  -2.446  1.369  1.827
H  -1.785  1.906  -0.586
H  -2.768  0.613  -1.228
H  -1.549  -1.118  -0.715
H  1.318  -2.017  -1.199
H  1.462  -1.897  0.455
H  -0.912  -3.187  -1.186
H  0.289  -3.942  -0.061
H  -0.846  -2.925  0.612
H  3.003  1.286  0.579
H  2.673  -0.193  1.374
H  3.091  -0.071  -0.338
H  1.208  2.091  1.633
H  -0.197  2.100  0.500
H  -0.008  1.033  1.844
H  1.686  2.402  -1.168
H  2.063  0.656  -1.942
H  0.451  1.402  -1.767


Molecular formula: C4H7NO2
Method: DFT, ωB97M-V/def2-TZVPD

The charge is 0. As for the relative energy (zero: lowest compared OMol25 entry of this formula, charge and spin): 5.464 eV. The calculation puts the molar mass at 101.1 u. As for the total energy: -361.680064 Ha.

CARTESIAN COORDINATES (ANGSTROEM)
O  -1.266  -1.477  1.120
C  -0.136  -0.981  0.479
C  -0.213  -0.687  -0.980
N  0.381  0.525  -1.214
C  0.850  1.099  -0.091
C  0.365  0.365  1.049
O  0.286  0.617  2.241
H  -1.249  -1.051  1.996
H  0.739  -1.657  0.601
H  -0.792  -1.169  -1.759
H  -1.959  2.427  -1.276
H  0.909  -0.341  -1.804
H  -1.296  2.749  -1.191
H  1.328  2.066  -0.128